No. 1
Here is a structure of composition C31H57AsIMnN3P2S at a distorted geometry from the OMol25 dataset. Energies are from ωB97M-V with the def2-TZVPD basis set.

Values from the calculation:
- Expectation value of S²: 0.787
- HOMO level (spin up / spin down): -6.30 / -6.29 eV
- 2S+1: 2

```
97
Properties=species:S:1:pos:R:3:mulliken_charge:R:1
C -1.15163 0.42616 -4.69759 -1.14
H 5.68317 -2.17554 4.34221 0.40
C -1.91603 4.13946 -1.16519 -1.03
H 4.99657 0.38956 1.99461 0.27
H -2.36073 -0.04104 3.88661 0.42
H -0.10093 0.13616 -7.13059 0.40
H -0.94713 2.62586 4.39441 0.37
C -0.04623 -0.34724 -5.03939 0.19
H 3.76827 -0.95384 0.38381 0.04
C 1.12467 -4.16334 -1.16169 -1.53
H 1.55587 -1.50854 -4.27419 0.38
H 3.19287 -4.32014 -2.87999 0.46
H -4.63233 -0.80184 3.47351 0.53
H -1.80903 0.79706 -5.47349 0.35
H -4.19943 -2.63554 -0.63699 0.36
C -2.62543 3.17356 0.88821 -0.46
H -3.20973 0.03906 -1.29309 -0.08
P -1.60993 0.66356 1.78291 0.82
I -1.40093 -3.19594 1.72601 -0.47
C -1.96223 1.99156 0.58751 1.15
H 2.38427 -1.43944 5.74261 0.35
N -3.32853 -0.74534 -0.65439 0.01
S 1.95617 -1.65804 2.33571 -0.48
H -3.61673 -1.35304 2.14801 0.07
H 1.09307 0.75446 1.14001 -0.31
H 1.68257 -5.09374 -1.05499 0.54
C -3.98743 -1.84094 -1.35849 -0.85
H -4.36483 2.10636 3.06011 0.39
H -1.84673 4.98876 -1.83049 0.39
H 3.91787 1.39356 2.97551 0.33
H 1.79707 1.49516 -1.78499 0.17
C -0.44793 2.78016 3.44301 -1.59
C -0.18383 1.46656 2.71671 0.51
H 0.66597 -3.93484 -0.20159 0.10
C 0.92507 1.68056 1.69491 -1.00
H -4.70573 0.03976 1.93481 0.33
H 0.65347 2.47116 0.99651 0.28
H 2.62707 1.36426 -0.23079 0.17
C -0.58683 0.28946 -2.33499 0.20
H -3.90763 -0.42054 0.11421 0.06
H 0.34707 -4.33244 -1.90409 0.27
C 0.71777 -0.88454 -4.00989 -0.53
H 3.54527 1.71286 -1.69539 0.52
C -1.26853 2.97566 -1.49899 -0.75
C 2.07027 -3.03974 -1.57839 0.91
H 4.87667 -0.02794 -0.65669 0.53
H 5.31807 -2.66414 2.66761 0.34
C -1.33533 1.82966 -0.68079 -1.91
P 1.34487 -1.32264 -1.22919 1.31
H 0.15027 0.70006 3.43311 0.76
C 2.70337 1.15036 -1.29309 -1.27
H -2.94113 2.47266 4.04151 0.30
C -2.66303 4.24256 0.00531 0.39
H -4.93503 -1.54034 -1.82979 0.45
H -3.14073 3.27076 1.82991 0.18
C 4.10337 -0.79774 -0.64639 -1.60
C 0.44577 -0.63154 -2.67489 -0.76
Mn -0.88263 -1.22714 0.13371 0.84
H -4.16833 5.31756 1.09371 0.37
H -0.10483 -1.59344 -6.78469 0.27
As 3.54177 -1.06274 3.51901 0.58
C 0.30327 -0.63004 -6.47169 -1.72
C 3.06077 -0.66844 5.37181 -1.11
H -0.67493 2.92966 -2.40279 0.51
H 3.16947 -0.49834 -2.57239 0.52
H -1.03283 3.45726 2.82391 0.23
H 1.85937 -3.50614 -3.68169 0.40
H 4.55037 -1.71884 -1.01359 0.23
H -2.26813 1.36146 -3.14409 0.41
C -2.93893 0.48006 3.10871 0.94
H -2.76333 6.28756 0.65001 0.31
H -3.47543 -3.20694 -2.96269 0.52
C -3.03023 -2.34864 -2.43629 -0.65
H -4.15723 1.35216 4.62991 0.48
H -3.94313 5.85186 -0.57829 0.41
N -1.75303 -2.67394 -1.81239 -0.29
N -0.76983 0.64576 -1.03319 1.65
H 2.54907 0.29396 5.42501 0.34
H 1.38467 -0.66694 -6.60009 0.39
C -4.03583 -0.47234 2.62611 -1.54
H 0.50587 3.26726 3.64701 0.47
H 4.41207 -3.37924 4.01261 0.35
H -2.85693 -1.54504 -3.15979 0.17
C 2.65327 -3.37384 -2.94869 -1.95
C -1.41243 0.74176 -3.38429 -0.28
H -1.04293 -2.79684 -2.53009 0.07
C -3.62573 1.68926 3.74031 -1.85
H 1.84977 1.96806 2.19951 0.43
H 5.36867 0.68196 3.71101 0.45
H -1.83893 -3.55084 -1.29749 0.23
H 3.35287 -2.62614 -3.31599 0.34
H 2.88027 -3.04714 -0.83649 0.28
C 4.89267 -2.46614 3.65451 -1.12
C 2.93097 -0.34154 -1.51129 0.57
H 3.95547 -0.63694 5.98991 0.42
C 4.57127 0.52176 2.98921 -1.03
C -3.43123 5.49356 0.31351 -1.86
```

=====

No. 2
Here is a structure of composition C31H57ClP2PbSi2 at a distorted geometry from the OMol25 dataset. Energies are from ωB97M-V with the def2-TZVPD basis set.

Values from the calculation:
- HOMO level (spin up / spin down): -6.77 / -6.67 eV
- Energy relative to the best compared isomer or geometry (same formula, charge and spin): 75.9 kJ/mol

```
94
Properties=species:S:1:pos:R:3:mulliken_charge:R:1
H -0.26014 3.34040 1.18242 -0.21
H -1.26818 -5.07575 2.68958 0.30
H 0.63531 4.91015 -0.66101 0.23
H 1.82838 2.60729 -1.03714 -0.34
H 1.19322 -2.18023 2.70797 0.65
C 2.35539 1.48369 1.62677 0.64
H -3.22883 1.61798 -4.14831 0.48
Si 1.53581 -3.54985 0.67138 -0.32
C -1.14573 3.39651 -4.09273 -1.62
Si 2.13501 0.96095 -2.87439 -0.14
C 1.91725 1.04793 -4.71740 -1.03
H -0.75162 -3.19727 -1.74482 0.34
C 0.16904 -1.32870 -2.57987 -1.04
C -2.07049 -3.64241 1.21100 1.53
H -0.76827 1.27978 -3.83484 -0.54
H -3.33127 2.45278 -2.57699 0.28
H 3.66020 -2.39298 1.34927 0.34
H -3.98988 -4.04011 0.31030 0.49
H -4.02878 -2.70631 1.49101 0.28
C -1.35853 -2.28924 4.63507 -1.68
H -0.88999 5.81743 -0.58066 0.51
H 4.07317 1.00568 -1.29275 -0.02
H -1.70347 4.37223 1.21838 0.58
H -0.09988 3.71274 -4.20732 0.31
C -1.29835 2.09216 -3.30662 1.44
H -6.61310 0.12835 -0.78588 0.34
C -2.22594 -4.71813 2.28866 -1.65
H 0.45113 -3.78279 2.88590 0.94
H 3.37504 -0.37647 1.18487 0.00
H 4.41546 1.85135 -2.82743 0.36
C 1.07316 -5.30554 0.27998 -1.10
C 1.09755 0.87407 1.89969 -1.07
H 1.47403 3.32910 -2.62973 0.89
H -2.85292 -4.35767 3.11651 0.32
C -3.43504 -3.16978 0.68849 -1.54
H -2.90211 0.72888 -2.64185 0.24
C 3.92932 0.97196 -2.38245 -0.83
H 0.33626 1.52779 2.33582 0.42
C 3.78050 3.47990 1.59819 -0.87
H -2.16582 0.50290 2.71058 0.20
C 4.77275 1.28120 1.26804 -0.37
C 1.14669 -2.45974 -0.81091 0.35
H -2.94076 -1.79327 3.23667 0.34
C 0.55839 -2.92613 2.19664 -1.37
C -1.26090 3.48085 0.74919 -0.99
H -1.93476 -1.92223 5.49424 0.49
H -6.46576 1.86683 -0.07375 0.32
H 0.87482 0.98445 -5.05289 0.31
H 1.62714 3.53142 1.80988 0.29
H -2.20215 3.79280 -1.16148 0.37
H -1.55442 3.24860 -5.10211 0.47
C 3.50970 0.69609 1.32947 0.28
H 2.47425 0.20522 -5.15301 0.36
H 4.41845 0.06740 -2.77175 0.30
C 2.51273 2.90459 1.66720 -0.37
H 2.35635 1.98283 -5.09296 0.34
H 3.02366 -1.25794 -0.86685 0.68
C 3.35649 -3.39912 1.03215 -1.08
C 1.38478 -0.64330 -2.24426 0.45
H 5.65134 0.66902 1.09329 0.40
H 3.61758 -4.10780 1.83007 0.39
H 3.88298 4.56062 1.68079 0.42
H -0.66661 0.23597 3.67286 0.27
H -2.73402 -5.58482 1.84340 0.47
C 0.02296 -2.43582 -1.70315 -1.03
H -0.32769 5.19612 -2.14097 0.33
H 0.01404 -5.44930 0.03442 0.29
H -0.47041 -1.08328 -3.42367 0.33
C 2.00457 -1.41027 -1.22646 0.11
Pb -1.05130 -0.02596 -0.04416 0.97
C 4.91463 2.67058 1.42591 -0.46
H 1.12389 -0.15245 2.27481 0.17
C -1.17332 3.70241 -0.76898 0.82
C -1.71934 -0.05313 3.54956 -1.45
C -2.77485 1.69541 -3.15006 -1.53
C -6.57416 0.79420 0.07390 -1.02
Cl -3.61694 0.44914 0.19810 -0.37
H -1.71783 4.20715 -3.61908 0.31
H -0.29967 -2.06371 4.81931 0.30
H 1.67736 -5.62024 -0.58309 0.35
H -3.34351 -2.44013 -0.12833 0.24
H 3.92467 -3.66475 0.12945 0.27
C -0.38304 4.97475 -1.06908 -1.60
H 5.90699 3.12784 1.40052 0.37
C 1.29581 2.44268 -1.99397 -0.50
H -1.49200 -3.37549 4.58855 0.34
H 1.33035 -5.94650 1.13497 0.34
P -1.07360 -2.20207 1.82965 -0.10
C -1.86831 -1.57471 3.38450 0.83
H -6.67258 0.38991 1.07930 0.31
H -2.24809 0.26013 4.46185 0.55
H -1.49154 -4.05327 0.36470 -0.51
P -0.47436 2.22429 -1.64749 -0.05
H -1.89832 2.62408 1.01543 0.16
```